ORCA calculation (wB97M-V/def2-TZVPD) on a 2-piece molecular cluster, CH5NOS overall.

Results
Calculated total energy in Ha: -569.16220
HOMO-LUMO gap (alpha / beta) in eV: 9.42 / 7.84
ΔE to the lowest compared entry with this formula, charge and spin in eV: 3.427

```
9
Properties=species:S:1:pos:R:3:forces:R:3
C 1.234 0.520 -0.032 -0.25 -0.44 0.15
N -2.006 0.161 -0.488 0.47 0.26 0.17
O 0.806 -1.373 1.751 0.19 -0.33 1.97
S 0.649 -1.170 0.321 -0.23 0.94 -2.10
H 2.300 0.599 0.163 0.09 -0.10 -0.01
H 0.686 1.206 0.606 -0.09 0.03 0.02
H 1.008 0.729 -1.073 0.01 0.04 -0.12
H -2.048 -0.322 -1.385 -0.13 -0.21 -0.05
H -2.629 -0.351 0.137 -0.06 -0.18 -0.05
```
Forces are in eV/Å.

Atom charges from the natural (NBO) analysis, given in e for atoms 1 to 2:
1. C -0.835
2. N -0.650